Entry 1:
ORCA calculation (the ωB97M-V functional and the def2-TZVPD basis) on a single C16H20N4O4 molecule at a distorted geometry.

## Properties
- HOMO-LUMO gap: 0.31116 Ha
- Total charge: 0
- M: 332.36 g mol⁻¹
- Energy relative to the best compared isomer or geometry (same formula, charge and spin): 153.83 kcal per mole
- DFT total energy: -1141.54232 Ha

Structure (XYZ):
```
44
C16H20N4O4 | the Open Molecules 2025 dataset | the ωB97M-V functional and the def2-TZVPD basis
N -4.718 -1.996 0.884
C -4.996 -0.668 0.850
O -5.543 -0.333 1.961
C -4.780 0.274 -0.297
C -3.318 0.839 -0.149
C -2.266 -0.047 0.167
N -1.036 0.791 0.406
C -0.357 1.579 -0.416
O -0.798 1.752 -1.488
C 0.918 2.569 -0.148
N 1.335 2.712 1.316
C 1.998 1.914 -1.058
C 2.284 0.419 -0.911
C 1.642 -0.578 -1.655
N 2.269 -1.770 -1.455
C 3.036 -1.695 -0.415
C 3.991 -2.535 0.265
C 4.579 -1.899 1.394
C 4.643 -0.517 1.830
C 3.798 0.333 1.053
C 2.968 -0.197 0.145
C -2.002 -1.203 -0.971
O -2.344 -2.307 -0.894
O -1.174 -0.851 -1.997
H -4.373 -2.506 0.123
H -4.675 -2.414 1.863
H -4.688 -0.442 -1.056
H -5.604 0.879 -0.330
H -2.957 1.349 -1.074
H -3.320 1.575 0.644
H -2.306 -0.718 1.021
H -0.416 0.425 1.148
H 0.471 3.542 -0.702
H 1.854 1.876 1.626
H 0.494 2.584 2.098
H 1.961 2.321 -2.018
H 2.940 2.456 -0.795
H 0.803 -0.379 -2.265
H 1.956 -2.543 -2.128
H 4.328 -3.548 -0.115
H 5.437 -2.405 2.047
H 5.320 -0.238 2.490
H 3.716 1.441 1.146
H -1.068 0.160 -2.143
```

Taken from the natural (NBO) analysis, the atomic charges in e are: atom 1 (N): -0.82, atom 2 (C): 0.65, atom 3 (O): -0.66, atom 4 (C): -0.47, atom 5 (C): -0.43, atom 6 (C): -0.13, atom 7 (N): -0.62, atom 8 (C): 0.70, atom 9 (O): -0.69, atom 10 (C): -0.09, atom 11 (N): -0.85, atom 12 (C): -0.46, atom 13 (C): -0.10, atom 14 (C): -0.03, atom 15 (N): -0.52, atom 16 (C): 0.18, atom 17 (C): -0.28, atom 18 (C): -0.20, atom 19 (C): -0.23, atom 20 (C): -0.23, atom 21 (C): -0.10, atom 22 (C): 0.80, atom 23 (O): -0.57, atom 24 (O): -0.74, atom 25 (H): 0.40, atom 26 (H): 0.42, atom 27 (H): 0.21, atom 28 (H): 0.25, atom 29 (H): 0.25, atom 30 (H): 0.23, atom 31 (H): 0.24, atom 32 (H): 0.40, atom 33 (H): 0.24, atom 34 (H): 0.36, atom 35 (H): 0.36, atom 36 (H): 0.24, atom 37 (H): 0.23, atom 38 (H): 0.23, atom 39 (H): 0.44, atom 40 (H): 0.23, atom 41 (H): 0.21, atom 42 (H): 0.21, atom 43 (H): 0.21, atom 44 (H): 0.52


Entry 2:
ORCA calculation (the ωB97M-V functional and the def2-TZVPD basis) on 2 unconnected molecules or ions with the total composition C16H20NO4PS at a distorted geometry.

## Properties
- HOMO-LUMO gap: 0.24789 Ha
- Total charge: 0
- M: 353.38 g mol⁻¹
- Energy relative to the best compared isomer or geometry (same formula, charge and spin): 75.72 kcal per mole
- DFT total energy: -1716.93632 Ha

Structure (XYZ):
```
43
C16H20NO4PS | the Open Molecules 2025 dataset | the ωB97M-V functional and the def2-TZVPD basis
C 1.039 -0.821 1.942
C -0.311 -0.886 1.178
C -0.471 -1.960 0.305
C -1.656 -2.085 -0.429
C -2.671 -1.145 -0.259
C -2.470 -0.069 0.615
C -1.295 0.088 1.349
S -3.869 1.054 0.728
C -5.181 -0.174 0.826
C -6.231 -0.077 1.727
C -7.183 -1.108 1.742
C -7.036 -2.177 0.868
C -5.982 -2.272 -0.039
C -5.029 -1.246 -0.064
N -3.919 -1.278 -0.970
H 1.188 -1.782 2.454
H 1.089 0.021 2.644
H 1.813 -0.664 1.169
H 0.317 -2.709 0.203
H -1.748 -2.930 -1.119
H -1.192 0.927 2.037
H -6.336 0.763 2.414
H -7.989 -1.043 2.475
H -7.781 -2.977 0.893
H -5.870 -3.108 -0.733
H -3.898 -2.212 -1.373
C 2.187 1.072 -1.785
O 3.443 0.805 -1.145
P 4.432 2.114 -0.829
O 4.484 2.700 -2.211
O 5.671 1.117 -0.508
C 6.115 0.218 -1.519
O 5.128 3.354 0.023
C 6.463 3.710 -0.311
H 1.521 0.233 -1.586
H 1.738 1.982 -1.391
H 2.336 1.164 -2.859
H 5.886 0.588 -2.519
H 5.650 -0.758 -1.375
H 7.195 0.107 -1.422
H 6.612 3.748 -1.389
H 7.168 3.012 0.141
H 6.642 4.702 0.103
```

Taken from the natural (NBO) analysis, the atomic charges in e are: atom 1 (C): -0.63, atom 2 (C): -0.02, atom 3 (C): -0.22, atom 4 (C): -0.24, atom 5 (C): 0.20, atom 6 (C): -0.19, atom 7 (C): -0.22, atom 8 (S): 0.27, atom 9 (C): -0.23, atom 10 (C): -0.19, atom 11 (C): -0.23, atom 12 (C): -0.20, atom 13 (C): -0.27, atom 14 (C): 0.23, atom 15 (N): -0.61, atom 16 (H): 0.22, atom 17 (H): 0.22, atom 18 (H): 0.22, atom 19 (H): 0.22, atom 20 (H): 0.21, atom 21 (H): 0.23, atom 22 (H): 0.23, atom 23 (H): 0.22, atom 24 (H): 0.22, atom 25 (H): 0.21, atom 26 (H): 0.37, atom 27 (C): -0.26, atom 28 (O): -0.72, atom 29 (P): 2.43, atom 30 (O): -1.07, atom 31 (O): -0.83, atom 32 (C): -0.25, atom 33 (O): -0.79, atom 34 (C): -0.24, atom 35 (H): 0.19, atom 36 (H): 0.19, atom 37 (H): 0.20, atom 38 (H): 0.20, atom 39 (H): 0.18, atom 40 (H): 0.19, atom 41 (H): 0.20, atom 42 (H): 0.19, atom 43 (H): 0.19


Entry 3:
ORCA calculation (the ωB97M-V functional and the def2-TZVPD basis) on 2 unconnected molecules or ions with the total composition C16H20O at a distorted geometry.

## Properties
- HOMO-LUMO gap: 0.34210 Ha
- Total charge: 0
- M: 228.34 g mol⁻¹
- Energy relative to the best compared isomer or geometry (same formula, charge and spin): 11.61 kcal per mole
- DFT total energy: -696.88021 Ha

Structure (XYZ):
```
37
C16H20O | the Open Molecules 2025 dataset | the ωB97M-V functional and the def2-TZVPD basis
C -2.312 -0.288 -2.488
C -0.955 -0.101 -1.818
C 0.227 -0.044 -2.751
C 0.865 -1.276 -2.914
C 1.591 -1.488 -4.073
C 1.610 -0.517 -5.075
O 2.235 -0.724 -6.288
C 1.176 0.764 -4.779
C 0.492 1.037 -3.592
H -2.715 0.705 -2.724
H -3.026 -0.769 -1.817
H -2.218 -0.944 -3.342
H -0.983 0.823 -1.208
H -0.834 -0.901 -1.098
H 0.726 -2.127 -2.260
H 2.081 -2.433 -4.310
H 1.883 -1.546 -6.641
H 1.434 1.549 -5.487
H 0.192 2.022 -3.267
C -1.066 2.096 2.012
C -0.880 0.564 2.164
C -0.222 0.154 3.448
C 1.122 0.445 3.618
C 1.799 -0.009 4.782
C 1.091 -0.783 5.697
C -0.239 -1.085 5.509
C -0.879 -0.637 4.391
H -0.904 2.627 2.965
H -2.095 2.362 1.791
H -0.441 2.469 1.209
H -1.892 0.188 2.025
H -0.185 0.109 1.448
H 1.548 1.112 2.873
H 2.796 0.383 4.959
H 1.663 -1.144 6.550
H -0.760 -1.675 6.258
H -1.926 -0.919 4.233
```

Taken from the natural (NBO) analysis, the atomic charges in e are: atom 1 (C): -0.60, atom 2 (C): -0.42, atom 3 (C): -0.02, atom 4 (C): -0.22, atom 5 (C): -0.25, atom 6 (C): 0.26, atom 7 (O): -0.68, atom 8 (C): -0.24, atom 9 (C): -0.21, atom 10 (H): 0.21, atom 11 (H): 0.21, atom 12 (H): 0.21, atom 13 (H): 0.20, atom 14 (H): 0.20, atom 15 (H): 0.22, atom 16 (H): 0.21, atom 17 (H): 0.48, atom 18 (H): 0.22, atom 19 (H): 0.22, atom 20 (C): -0.61, atom 21 (C): -0.43, atom 22 (C): 0.00, atom 23 (C): -0.22, atom 24 (C): -0.20, atom 25 (C): -0.23, atom 26 (C): -0.20, atom 27 (C): -0.22, atom 28 (H): 0.22, atom 29 (H): 0.21, atom 30 (H): 0.21, atom 31 (H): 0.21, atom 32 (H): 0.22, atom 33 (H): 0.21, atom 34 (H): 0.21, atom 35 (H): 0.21, atom 36 (H): 0.21, atom 37 (H): 0.21


Please write out number 1 again, unchanged.
ORCA calculation (the ωB97M-V functional and the def2-TZVPD basis) on a single C16H20N4O4 molecule at a distorted geometry.

## Properties
- HOMO-LUMO gap: 0.31116 Ha
- Total charge: 0
- M: 332.36 g mol⁻¹
- Energy relative to the best compared isomer or geometry (same formula, charge and spin): 153.83 kcal per mole
- DFT total energy: -1141.54232 Ha

Structure (XYZ):
```
44
C16H20N4O4 | the Open Molecules 2025 dataset | the ωB97M-V functional and the def2-TZVPD basis
N -4.718 -1.996 0.884
C -4.996 -0.668 0.850
O -5.543 -0.333 1.961
C -4.780 0.274 -0.297
C -3.318 0.839 -0.149
C -2.266 -0.047 0.167
N -1.036 0.791 0.406
C -0.357 1.579 -0.416
O -0.798 1.752 -1.488
C 0.918 2.569 -0.148
N 1.335 2.712 1.316
C 1.998 1.914 -1.058
C 2.284 0.419 -0.911
C 1.642 -0.578 -1.655
N 2.269 -1.770 -1.455
C 3.036 -1.695 -0.415
C 3.991 -2.535 0.265
C 4.579 -1.899 1.394
C 4.643 -0.517 1.830
C 3.798 0.333 1.053
C 2.968 -0.197 0.145
C -2.002 -1.203 -0.971
O -2.344 -2.307 -0.894
O -1.174 -0.851 -1.997
H -4.373 -2.506 0.123
H -4.675 -2.414 1.863
H -4.688 -0.442 -1.056
H -5.604 0.879 -0.330
H -2.957 1.349 -1.074
H -3.320 1.575 0.644
H -2.306 -0.718 1.021
H -0.416 0.425 1.148
H 0.471 3.542 -0.702
H 1.854 1.876 1.626
H 0.494 2.584 2.098
H 1.961 2.321 -2.018
H 2.940 2.456 -0.795
H 0.803 -0.379 -2.265
H 1.956 -2.543 -2.128
H 4.328 -3.548 -0.115
H 5.437 -2.405 2.047
H 5.320 -0.238 2.490
H 3.716 1.441 1.146
H -1.068 0.160 -2.143
```

Taken from the natural (NBO) analysis, the atomic charges in e are: atom 1 (N): -0.82, atom 2 (C): 0.65, atom 3 (O): -0.66, atom 4 (C): -0.47, atom 5 (C): -0.43, atom 6 (C): -0.13, atom 7 (N): -0.62, atom 8 (C): 0.70, atom 9 (O): -0.69, atom 10 (C): -0.09, atom 11 (N): -0.85, atom 12 (C): -0.46, atom 13 (C): -0.10, atom 14 (C): -0.03, atom 15 (N): -0.52, atom 16 (C): 0.18, atom 17 (C): -0.28, atom 18 (C): -0.20, atom 19 (C): -0.23, atom 20 (C): -0.23, atom 21 (C): -0.10, atom 22 (C): 0.80, atom 23 (O): -0.57, atom 24 (O): -0.74, atom 25 (H): 0.40, atom 26 (H): 0.42, atom 27 (H): 0.21, atom 28 (H): 0.25, atom 29 (H): 0.25, atom 30 (H): 0.23, atom 31 (H): 0.24, atom 32 (H): 0.40, atom 33 (H): 0.24, atom 34 (H): 0.36, atom 35 (H): 0.36, atom 36 (H): 0.24, atom 37 (H): 0.23, atom 38 (H): 0.23, atom 39 (H): 0.44, atom 40 (H): 0.23, atom 41 (H): 0.21, atom 42 (H): 0.21, atom 43 (H): 0.21, atom 44 (H): 0.52


Q: Among the records above, which one has the highest HOMO-LUMO gap?
A: C16H20O


Q: Which of these has the lowest DFT total energy?
A: C16H20NO4PS